(1)
Computed, not measured: a 11-piece molecular cluster, C3H25NO13 overall at a distorted geometry, with the ωB97M-V functional and the def2-TZVPD basis.

For the relative energy (zero: lowest compared OMol25 entry of this formula, charge and spin), the calculation gives 2.2008 eV. The HOMO energy is -0.3837 hartree. As for the orbital gap: 10.37 eV. The spin multiplicity is 1. The total energy is -1162.12749 hartree. As for the SMILES: O=CNCC(=O)O.O.O.O.O.O.O.O.O.O.O.

Positions of all 42 atoms, in Å:
C: -2.092 0.870 0.001
N: -1.740 0.249 1.220
C: -1.710 -1.232 1.354
C: -1.152 -1.898 0.147
O: -1.540 -1.930 -1.003
O: 0.032 -2.394 0.443
O: -1.956 2.079 -0.094
H: -2.646 0.326 -0.803
H: -1.079 0.782 1.790
H: -0.872 -1.350 2.195
H: -2.623 -1.526 1.724
H: 1.849 -0.675 -2.583
H: -0.793 3.591 1.414
H: -2.073 3.043 2.099
O: -1.113 3.131 2.155
H: 1.348 3.357 -0.931
H: 0.261 2.978 0.193
O: 1.208 3.237 0.034
H: 0.662 -2.874 -0.279
H: 1.014 -1.673 -3.283
O: 1.812 -1.650 -2.858
H: 0.178 -2.554 2.890
H: 0.611 -1.406 3.834
O: 0.128 -2.167 3.808
H: 2.647 -0.281 3.002
H: 1.694 0.634 3.598
O: 2.061 -0.176 3.850
H: -1.792 -0.742 -3.849
H: -1.223 -1.720 -2.844
O: -0.973 -1.042 -3.509
H: 1.531 1.202 -3.932
H: 2.509 1.582 -2.725
O: 2.249 0.961 -3.404
H: 2.436 -2.402 -1.189
H: 2.300 -2.721 0.255
O: 2.138 -3.056 -0.522
H: 0.484 1.591 1.671
H: 1.716 1.702 0.891
O: 1.242 0.992 1.352
H: -1.764 2.949 -2.397
H: -0.661 2.051 -1.715
O: -0.764 2.758 -2.322

Here are the Mulliken charges for atoms 1 to 6, given in e: 0.071, -0.044, 0.176, 0.688, -0.695, -0.496

(2)
Computed, not measured: C7H16ClIO3PW as an isolated structure at a distorted geometry, with the ωB97M-V functional and the def2-TZVPD basis.

For the relative energy (zero: lowest compared OMol25 entry of this formula, charge and spin), the calculation gives 0.9521 eV. The HOMO energy (alpha / beta) is -0.7130 / -0.7158 hartree. As for the orbital gap (alpha / beta): 3.52 / 4.63 eV. The spin multiplicity is 3. The total energy is -1666.98326 hartree. The charge is +3. Its expectation value of S² is 2.1671.

Positions of all 30 atoms, in Å:
C: 0.869 0.685 -1.852
C: 0.663 0.702 -0.333
H: 0.949 1.754 -2.185
H: 0.025 0.225 -2.438
H: 1.805 0.176 -2.124
O: 0.321 1.714 0.242
I: 1.548 -0.930 0.937
W: -1.384 -1.022 -0.044
P: -3.332 0.039 -0.053
C: -4.250 0.617 1.420
C: -4.114 0.705 -1.527
H: -2.605 -2.521 -0.017
H: -4.136 -2.066 -0.945
H: -4.128 -2.074 0.878
C: -3.548 -1.835 -0.035
H: -3.817 0.132 -2.414
H: -5.199 0.673 -1.390
H: -5.315 0.633 1.154
H: -3.892 1.631 1.651
H: -3.766 1.741 -1.627
H: -4.073 -0.029 2.295
C: -1.065 0.260 1.494
O: -1.106 0.945 2.456
Cl: -0.648 -2.473 -1.604
C: 4.367 -0.028 -0.357
O: 3.613 1.103 -0.778
H: 4.514 -0.677 -1.226
H: 3.870 -0.621 0.453
H: 5.321 0.382 -0.029
H: 2.936 1.291 -0.101

Here are the Mulliken charges for atoms 1 to 6, given in e: -0.697, 0.102, 0.414, 0.315, 0.295, -0.304

(3)
Computed, not measured: a 3-piece molecular cluster, C3H12NO3 overall at a distorted geometry, with the ωB97M-V functional and the def2-TZVPD basis.

For the relative energy (zero: lowest compared OMol25 entry of this formula, charge and spin), the calculation gives 1.7094 eV. The HOMO energy is -0.5101 hartree. As for the orbital gap: 10.43 eV. The spin multiplicity is 1. The total energy is -401.68616 hartree. The charge is +1.

Positions of all 19 atoms, in Å:
C: -1.123 -0.769 -0.224
C: -1.056 -1.496 1.128
C: -0.936 -0.765 2.476
O: -0.263 0.230 2.587
N: 0.131 0.139 -0.298
H: -2.008 -0.164 -0.085
H: -0.856 -1.606 -0.879
H: -0.180 -2.135 1.217
H: -1.939 -2.144 1.256
H: -1.444 -1.232 3.317
H: 0.727 0.009 0.533
H: -0.143 1.069 0.030
H: 0.680 -0.043 -1.131
H: 0.165 4.657 -2.879
H: 1.218 5.684 -2.929
O: 1.072 4.772 -3.196
H: 1.646 -2.774 -0.382
H: 2.537 -1.592 0.004
O: 1.771 -1.839 -0.546

Here are the Mulliken charges for atoms 1 to 6, given in e: -0.334, -0.774, 0.045, -0.486, -0.320, 0.376

(4)
Computed, not measured: C14H18MnN8OS2 as an isolated structure, with the ωB97M-V functional and the def2-TZVPD basis.

For the relative energy (zero: lowest compared OMol25 entry of this formula, charge and spin), the calculation gives 0.0000 eV. The HOMO energy (alpha / beta) is -0.2505 / -0.2549 hartree. As for the orbital gap (alpha / beta): 7.17 / 7.27 eV. The spin multiplicity is 6. The total energy is -3005.05093 hartree. Its expectation value of S² is 8.7546.

Positions of all 44 atoms, in Å:
Mn: -0.281 0.177 0.321
N: -2.741 3.875 -0.213
C: -1.703 2.988 -0.048
S: -1.781 1.993 1.386
N: -0.790 2.995 -0.971
N: 0.181 2.014 -0.802
C: 1.356 2.353 -1.187
C: 2.534 1.509 -1.130
C: 3.771 2.120 -1.386
C: 4.952 1.412 -1.359
C: 4.902 0.043 -1.083
C: 3.705 -0.592 -0.846
C: 2.474 0.110 -0.863
O: 1.365 -0.522 -0.649
H: -3.242 4.125 0.621
H: -2.562 4.616 -0.873
H: 1.489 3.363 -1.578
H: 3.780 3.181 -1.607
H: 5.895 1.904 -1.556
H: 5.820 -0.534 -1.062
H: 3.664 -1.656 -0.647
N: 1.093 0.743 2.152
N: 1.521 -0.195 3.085
C: 1.163 -1.501 2.986
N: 1.764 -2.303 3.893
S: 0.096 -2.118 1.868
H: 1.875 1.132 1.629
H: 0.540 1.483 2.576
H: 2.295 0.056 3.681
H: 2.248 -1.923 4.689
H: 1.441 -3.252 3.951
N: -5.103 -3.387 -1.830
C: -4.111 -2.561 -1.381
C: -2.985 -2.284 -2.164
C: -1.999 -1.470 -1.653
N: -2.056 -0.916 -0.437
C: -3.129 -1.182 0.313
C: -4.164 -1.986 -0.107
H: -5.142 -3.600 -2.810
H: -5.983 -3.391 -1.346
H: -2.878 -2.701 -3.157
H: -1.114 -1.246 -2.238
H: -3.155 -0.706 1.285
H: -5.007 -2.163 0.547

Here are the Mulliken charges for atoms 1 to 6, given in e: 0.552, -0.489, 0.602, -0.551, -1.252, 0.782

(5)
Computed, not measured: C12H24Cl2HfO8 as an isolated structure at a distorted geometry, with the ωB97M-V functional and the def2-TZVPD basis.

The HOMO energy (alpha / beta) is -0.7201 / -0.7200 hartree. As for the orbital gap (alpha / beta): 7.14 / 4.38 eV. The spin multiplicity is 2. The total energy is -2040.85933 hartree. The charge is +3. Its expectation value of S² is 0.7647.

Positions of all 47 atoms, in Å:
Hf: -30.530 0.012 -4.470
Cl: -30.701 -0.450 -7.147
Cl: -28.322 1.677 -4.674
C: -36.240 1.430 -4.524
O: -34.851 1.179 -4.361
C: -34.208 0.165 -4.928
O: -32.985 0.067 -4.868
O: -35.054 -0.659 -5.507
C: -34.557 -1.691 -6.251
H: -36.474 1.555 -5.581
H: -36.480 2.335 -3.966
H: -36.812 0.580 -4.154
H: -34.094 -2.389 -5.555
H: -33.852 -1.439 -7.043
H: -35.365 -2.249 -6.724
C: -34.146 3.987 -6.263
O: -33.317 3.004 -5.701
C: -32.004 2.996 -5.918
O: -31.259 2.096 -5.525
O: -31.554 4.122 -6.606
C: -30.180 4.342 -6.791
H: -33.873 4.292 -7.274
H: -34.259 4.860 -5.619
H: -35.118 3.502 -6.354
H: -29.649 3.446 -7.110
H: -29.725 4.707 -5.871
H: -29.870 5.135 -7.472
C: -27.919 -2.456 -1.223
C: -28.222 -0.963 -1.560
O: -29.072 -0.617 -2.376
C: -27.409 0.068 -0.814
H: -26.858 -2.649 -1.381
H: -28.524 -3.197 -1.746
H: -28.108 -2.673 -0.171
H: -26.511 -0.430 -0.448
H: -27.825 0.478 0.107
H: -27.090 0.933 -1.396
C: -27.769 -3.642 -5.381
C: -27.727 -2.088 -5.431
O: -28.628 -1.445 -5.018
C: -26.759 -1.470 -6.380
H: -28.773 -4.013 -5.174
H: -27.084 -4.054 -4.640
H: -27.475 -3.946 -6.385
H: -27.186 -0.764 -7.092
H: -26.009 -2.146 -6.791
H: -26.085 -0.920 -5.722

Here are the Mulliken charges for atoms 1 to 6, given in e: 1.838, -0.301, 0.024, -0.712, -0.257, 0.713

(6)
Computed, not measured: one molecule with the formula C13H19BrN2O4S, with the ωB97M-V functional and the def2-TZVPD basis.

For the relative energy (zero: lowest compared OMol25 entry of this formula, charge and spin), the calculation gives 0.0161 eV. The HOMO energy is -0.3142 hartree. As for the orbital gap: 9.11 eV. The spin multiplicity is 1. The total energy is -3889.39575 hartree. As for the SMILES: COc1ccc(S(=O)(=O)NCCN2CCOCC2)cc1Br.

Positions of all 40 atoms, in Å:
C: -5.116 -3.007 -1.068
H: -4.257 -3.603 -0.749
O: -5.163 -1.771 -0.394
C: -4.153 -0.897 -0.548
C: -3.014 -1.097 -1.324
C: -2.042 -0.112 -1.401
C: -2.200 1.070 -0.709
C: -3.319 1.299 0.071
C: -4.283 0.318 0.146
Br: -5.832 0.566 1.194
H: -3.422 2.237 0.592
S: -0.947 2.337 -0.781
O: -1.563 3.623 -0.896
O: 0.036 1.948 -1.754
N: -0.351 2.238 0.781
H: -0.101 3.151 1.132
C: 0.655 1.224 1.009
C: 2.062 1.667 0.556
N: 3.072 0.638 0.504
C: 2.862 -0.373 -0.515
C: 4.151 -1.185 -0.647
O: 4.495 -1.794 0.578
C: 4.657 -0.824 1.586
C: 3.384 0.006 1.771
H: 3.555 0.777 2.524
H: 2.574 -0.660 2.116
H: 4.903 -1.370 2.498
H: 5.487 -0.150 1.324
H: 4.032 -1.996 -1.367
H: 4.964 -0.519 -0.973
H: 2.626 0.118 -1.460
H: 2.040 -1.063 -0.255
H: 2.421 2.453 1.230
H: 1.969 2.086 -0.450
H: 0.336 0.354 0.432
H: 0.648 0.966 2.072
H: -1.159 -0.245 -2.006
H: -2.883 -2.017 -1.872
H: -5.087 -2.869 -2.153
H: -6.035 -3.522 -0.794

Here are the Mulliken charges for atoms 1 to 6, given in e: -0.867, 0.349, -0.403, 1.083, -0.459, -0.542

Repeat the fourth record exactly.
Computed, not measured: C14H18MnN8OS2 as an isolated structure, with the ωB97M-V functional and the def2-TZVPD basis.

For the relative energy (zero: lowest compared OMol25 entry of this formula, charge and spin), the calculation gives 0.0000 eV. The HOMO energy (alpha / beta) is -0.2505 / -0.2549 hartree. As for the orbital gap (alpha / beta): 7.17 / 7.27 eV. The spin multiplicity is 6. The total energy is -3005.05093 hartree. Its expectation value of S² is 8.7546.

Positions of all 44 atoms, in Å:
Mn: -0.281 0.177 0.321
N: -2.741 3.875 -0.213
C: -1.703 2.988 -0.048
S: -1.781 1.993 1.386
N: -0.790 2.995 -0.971
N: 0.181 2.014 -0.802
C: 1.356 2.353 -1.187
C: 2.534 1.509 -1.130
C: 3.771 2.120 -1.386
C: 4.952 1.412 -1.359
C: 4.902 0.043 -1.083
C: 3.705 -0.592 -0.846
C: 2.474 0.110 -0.863
O: 1.365 -0.522 -0.649
H: -3.242 4.125 0.621
H: -2.562 4.616 -0.873
H: 1.489 3.363 -1.578
H: 3.780 3.181 -1.607
H: 5.895 1.904 -1.556
H: 5.820 -0.534 -1.062
H: 3.664 -1.656 -0.647
N: 1.093 0.743 2.152
N: 1.521 -0.195 3.085
C: 1.163 -1.501 2.986
N: 1.764 -2.303 3.893
S: 0.096 -2.118 1.868
H: 1.875 1.132 1.629
H: 0.540 1.483 2.576
H: 2.295 0.056 3.681
H: 2.248 -1.923 4.689
H: 1.441 -3.252 3.951
N: -5.103 -3.387 -1.830
C: -4.111 -2.561 -1.381
C: -2.985 -2.284 -2.164
C: -1.999 -1.470 -1.653
N: -2.056 -0.916 -0.437
C: -3.129 -1.182 0.313
C: -4.164 -1.986 -0.107
H: -5.142 -3.600 -2.810
H: -5.983 -3.391 -1.346
H: -2.878 -2.701 -3.157
H: -1.114 -1.246 -2.238
H: -3.155 -0.706 1.285
H: -5.007 -2.163 0.547

Here are the Mulliken charges for atoms 1 to 6, given in e: 0.552, -0.489, 0.602, -0.551, -1.252, 0.782